[1]
This record from OMol25 describes a cluster of 2 separate species, C4H9N2O in total at a distorted geometry. The level of theory is ωB97M-V/def2-TZVPD.

Positions of all 16 atoms, in Å:
C  1.5234  1.2203  -0.0436
C  1.3920  -0.1059  0.1870
C  0.2265  1.8272  0.1579
C  2.2205  -1.2730  0.0492
N  -0.6370  0.8764  0.4058
N  -2.9069  -0.3595  -0.1930
O  0.0637  -0.2662  0.3878
H  2.5038  1.6851  -0.0250
H  -0.2570  2.8011  -0.0563
H  1.8859  -1.8281  -0.7858
H  2.0739  -1.9608  0.9019
H  3.2777  -1.0072  -0.2187
H  -2.3910  0.5119  -0.3891
H  -2.5867  -0.7325  0.7050
H  -2.4694  -1.0595  -0.7933
H  -3.9194  -0.3293  -0.2899

Properties
Frontier orbital gap (eV): 9.84
2S+1: 1
Charge: +1
Energy relative to the best compared isomer or geometry (same formula, charge and spin) (kcal per mole): 59.04

Let us look at the natural (NBO) charges, expressed in e, one per atom: atom 1 (C): -0.349, atom 2 (C): 0.347, atom 3 (C): 0.013, atom 4 (C): -0.681, atom 5 (N): -0.243, atom 6 (N): -0.875, atom 7 (O): -0.318, atom 8 (H): 0.254, atom 9 (H): 0.244, atom 10 (H): 0.248, atom 11 (H): 0.256, atom 12 (H): 0.264, atom 13 (H): 0.482, atom 14 (H): 0.459, atom 15 (H): 0.446, atom 16 (H): 0.452

[2]
This record from OMol25 describes the ion C4H9N2O with charge +1 at a distorted geometry. The level of theory is ωB97M-V/def2-TZVPD.

Positions of all 16 atoms, in Å:
C  1.6191  1.0097  0.3187
C  0.2088  0.5076  -0.0067
N  -0.8462  1.2716  -0.3630
C  -2.0273  0.3888  -0.3876
O  -1.5421  -0.8953  -0.1606
N  -0.1211  -0.7294  0.2185
C  0.6868  -1.9279  0.1499
H  1.6128  2.0704  0.1410
H  2.4771  0.7826  -0.3066
H  1.8791  0.6351  1.2870
H  -0.9271  2.2900  -0.4179
H  -2.8570  0.6020  0.4092
H  -2.6463  0.4649  -1.3525
H  1.4929  -1.8498  0.7545
H  0.0652  -2.6772  0.6119
H  0.9252  -1.9431  -0.8957

Properties
Frontier orbital gap (eV): 10.36
2S+1: 1
Charge: +1
Energy relative to the best compared isomer or geometry (same formula, charge and spin) (kcal per mole): 80.48

Let us look at the natural (NBO) charges, expressed in e, one per atom: atom 1 (C): -0.686, atom 2 (C): 0.539, atom 3 (N): -0.551, atom 4 (C): 0.069, atom 5 (O): -0.319, atom 6 (N): -0.049, atom 7 (C): -0.413, atom 8 (H): 0.260, atom 9 (H): 0.283, atom 10 (H): 0.268, atom 11 (H): 0.461, atom 12 (H): 0.197, atom 13 (H): 0.214, atom 14 (H): 0.234, atom 15 (H): 0.261, atom 16 (H): 0.232

[3]
This record from OMol25 describes a cluster of 2 separate species, C4H9N2O in total at a distorted geometry. The level of theory is ωB97M-V/def2-TZVPD.

Positions of all 16 atoms, in Å:
C  -1.4434  0.8383  0.0586
C  -3.1812  -0.7915  -0.1834
C  0.9707  -0.4703  0.4622
C  2.5411  1.3584  -0.1490
N  -2.3331  0.0716  -0.1116
N  0.5416  -1.5930  0.0324
O  1.8068  0.1738  -0.3619
H  -1.6386  1.8533  0.1635
H  -3.5315  -1.3312  0.6567
H  -3.5594  -1.1705  -1.1486
H  0.7959  -0.0622  1.4314
H  2.3429  1.9391  -1.0427
H  3.7227  1.2522  -0.1343
H  2.3665  1.9063  0.7451
H  -0.1865  -2.0525  0.5433
H  0.7855  -1.9218  -0.9618

Properties
Frontier orbital gap (eV): 8.65
2S+1: 1
Charge: +1
Energy relative to the best compared isomer or geometry (same formula, charge and spin) (kcal per mole): 110.64

Let us look at the natural (NBO) charges, expressed in e, one per atom: atom 1 (C): -0.086, atom 2 (C): -0.192, atom 3 (C): 0.569, atom 4 (C): -0.273, atom 5 (N): -0.264, atom 6 (N): -0.698, atom 7 (O): -0.458, atom 8 (H): 0.199, atom 9 (H): 0.210, atom 10 (H): 0.217, atom 11 (H): 0.226, atom 12 (H): 0.223, atom 13 (H): 0.226, atom 14 (H): 0.205, atom 15 (H): 0.436, atom 16 (H): 0.459

[4]
This record from OMol25 describes a cluster of 2 separate species, C4H9N2O in total at a distorted geometry. The level of theory is ωB97M-V/def2-TZVPD.

Positions of all 16 atoms, in Å:
C  -0.3352  -1.4822  -1.4341
C  -0.0009  -0.1210  -1.0015
C  -0.3170  1.0763  -1.5617
N  -0.0709  2.0365  -0.6187
C  0.4303  1.4671  0.4678
N  0.5894  0.1732  0.2118
H  0.3981  -2.2308  -1.1636
H  -0.4406  -1.5969  -2.5126
H  -1.2737  -1.8504  -1.0065
H  -0.8009  1.2665  -2.5023
H  -0.3079  3.0144  -0.5776
H  0.9196  2.0379  1.2499
H  0.5535  -0.4859  1.0022
H  0.3251  -1.8685  3.1438
H  0.0413  -0.4613  3.5427
O  0.2897  -0.9749  2.7605

Properties
Frontier orbital gap (eV): 10.79
2S+1: 1
Charge: +1
Energy relative to the best compared isomer or geometry (same formula, charge and spin) (kcal per mole): 5.24

Let us look at the natural (NBO) charges, expressed in e, one per atom: atom 1 (C): -0.672, atom 2 (C): 0.170, atom 3 (C): -0.062, atom 4 (N): -0.446, atom 5 (C): 0.248, atom 6 (N): -0.471, atom 7 (H): 0.249, atom 8 (H): 0.261, atom 9 (H): 0.253, atom 10 (H): 0.258, atom 11 (H): 0.455, atom 12 (H): 0.249, atom 13 (H): 0.480, atom 14 (H): 0.501, atom 15 (H): 0.496, atom 16 (O): -0.970

[5]
This record from OMol25 describes a cluster of 2 separate species, C4H9N2O in total at a distorted geometry. The level of theory is ωB97M-V/def2-TZVPD.

Positions of all 16 atoms, in Å:
C  -0.5652  -1.1986  0.4080
C  0.2042  0.0288  0.1414
C  0.1967  1.0748  1.1980
C  0.6594  0.3816  -1.3058
N  -3.0544  0.2797  -1.4855
N  0.8728  -1.1620  0.6524
O  -3.0548  0.4337  -0.3805
H  -0.9790  -2.0514  -0.2556
H  -0.8343  1.4103  1.4347
H  0.8682  1.8340  0.8440
H  0.5613  0.6415  2.1439
H  1.1758  -0.5238  -1.7099
H  1.5015  1.0187  -1.3727
H  -0.0715  0.8809  -2.0028
H  1.1431  -1.3299  1.6455
H  1.3761  -1.7185  0.0450

Properties
Frontier orbital gap (spin up / spin down) (eV): 11.93 / 5.71
2S+1: 1
Charge: +1
Energy relative to the best compared isomer or geometry (same formula, charge and spin) (kcal per mole): 168.04

Let us look at the natural (NBO) charges, expressed in e, one per atom: atom 1 (C): 0.119, atom 2 (C): 0.079, atom 3 (C): -0.624, atom 4 (C): -0.636, atom 5 (N): 0.209, atom 6 (N): -0.573, atom 7 (O): -0.185, atom 8 (H): 0.245, atom 9 (H): 0.264, atom 10 (H): 0.249, atom 11 (H): 0.222, atom 12 (H): 0.220, atom 13 (H): 0.250, atom 14 (H): 0.276, atom 15 (H): 0.455, atom 16 (H): 0.430

[6]
This record from OMol25 describes the ion C4H9N2O with charge +1 at a distorted geometry. The level of theory is ωB97M-V/def2-TZVPD.

Positions of all 16 atoms, in Å:
C  1.5704  0.8755  0.1182
N  0.4811  -0.0795  0.5377
C  0.1862  -1.2293  -0.3740
C  -0.6698  -0.4743  -1.3919
N  -1.2868  0.5108  -0.9271
C  -0.9860  0.6744  0.4317
O  -1.7748  -0.0967  1.2924
H  1.2574  1.6216  -0.5796
H  1.9237  1.5348  0.8526
H  2.4339  0.2894  -0.1519
H  0.5820  -0.4707  1.4258
H  -0.4979  -1.9038  0.2035
H  1.1232  -1.7593  -0.6770
H  -0.8281  -0.9519  -2.4148
H  -0.8491  1.7063  0.7054
H  -2.6654  -0.2474  0.9488

Properties
Frontier orbital gap (eV): 11.65
2S+1: 1
Charge: +1
Energy relative to the best compared isomer or geometry (same formula, charge and spin) (kcal per mole): 57.05

Let us look at the natural (NBO) charges, expressed in e, one per atom: atom 1 (C): -0.448, atom 2 (N): -0.370, atom 3 (C): -0.324, atom 4 (C): 0.166, atom 5 (N): -0.412, atom 6 (C): 0.414, atom 7 (O): -0.703, atom 8 (H): 0.247, atom 9 (H): 0.251, atom 10 (H): 0.238, atom 11 (H): 0.438, atom 12 (H): 0.272, atom 13 (H): 0.262, atom 14 (H): 0.244, atom 15 (H): 0.204, atom 16 (H): 0.520

[7]
This record from OMol25 describes the ion C4H9N2O with charge +1 at a distorted geometry. The level of theory is ωB97M-V/def2-TZVPD.

Positions of all 16 atoms, in Å:
C  0.9838  1.0517  0.3597
C  0.8855  -0.4319  0.0205
C  -0.3492  1.2395  -0.3179
C  -1.5478  -0.9864  0.4851
N  -1.5927  -2.4141  0.4076
N  -0.5343  -0.2827  -0.4074
O  -2.6286  -1.4627  -0.1421
H  0.9502  1.3445  1.4303
H  1.7613  1.5193  -0.1183
H  1.4435  -0.7988  -0.8907
H  1.0921  -1.0862  0.7667
H  -1.1686  1.5757  0.3431
H  -0.5928  1.8154  -1.3220
H  -1.7583  -0.6702  1.4697
H  -1.1896  -2.8314  -0.4459
H  -0.6240  -0.6603  -1.4056

Properties
Frontier orbital gap (spin up / spin down) (eV): 6.59 / 9.26
2S+1: 3
Charge: +1
Expectation value of S²: 2.01
Energy relative to the best compared isomer or geometry (same formula, charge and spin) (kcal per mole): 120.60

Let us look at the natural (NBO) charges, expressed in e, one per atom: atom 1 (C): -0.436, atom 2 (C): -0.198, atom 3 (C): -0.203, atom 4 (C): 0.290, atom 5 (N): -0.313, atom 6 (N): -0.399, atom 7 (O): -0.280, atom 8 (H): 0.251, atom 9 (H): 0.248, atom 10 (H): 0.237, atom 11 (H): 0.238, atom 12 (H): 0.234, atom 13 (H): 0.272, atom 14 (H): 0.221, atom 15 (H): 0.381, atom 16 (H): 0.457

[8]
This record from OMol25 describes the ion C4H9N2O with charge +1 at a distorted geometry. The level of theory is ωB97M-V/def2-TZVPD.

Positions of all 16 atoms, in Å:
C  -0.8090  1.6721  -0.2751
C  -1.4335  -0.2307  0.8112
C  1.8306  -1.5357  -0.2796
C  0.4921  -1.6624  0.5484
N  -0.3360  -0.5533  0.3253
N  -1.0848  2.8011  -0.8979
O  -1.7671  1.0062  0.2550
H  0.1869  1.4472  -0.3210
H  -2.2821  -0.6523  1.4025
H  2.4232  -0.5673  -0.1242
H  2.5214  -2.4519  0.0498
H  1.6602  -1.4560  -1.3671
H  0.0747  -2.6543  0.4052
H  0.7748  -1.7416  1.7257
H  -0.2885  3.3177  -1.3955
H  -1.9629  3.2613  -0.8628

Properties
Frontier orbital gap (spin up / spin down) (eV): 6.99 / 7.19
2S+1: 3
Charge: +1
Expectation value of S²: 2.02
Energy relative to the best compared isomer or geometry (same formula, charge and spin) (kcal per mole): 42.00

Let us look at the natural (NBO) charges, expressed in e, one per atom: atom 1 (C): 0.386, atom 2 (C): 0.193, atom 3 (C): -0.618, atom 4 (C): -0.287, atom 5 (N): -0.128, atom 6 (N): -0.725, atom 7 (O): -0.377, atom 8 (H): 0.195, atom 9 (H): 0.278, atom 10 (H): 0.229, atom 11 (H): 0.263, atom 12 (H): 0.234, atom 13 (H): 0.250, atom 14 (H): 0.240, atom 15 (H): 0.438, atom 16 (H): 0.429

[9]
This record from OMol25 describes a cluster of 2 separate species, C4H9N2O in total at a distorted geometry. The level of theory is ωB97M-V/def2-TZVPD.

Positions of all 16 atoms, in Å:
C  -1.1292  0.8851  0.9789
C  0.3110  1.3355  1.0267
C  -0.0996  -0.8735  0.3433
C  -0.0460  -0.8620  -1.7796
N  -1.2959  -0.3194  0.6329
N  1.0389  0.1141  0.8477
O  0.2144  -2.1591  0.7719
H  -2.0764  1.4100  1.3117
H  0.2529  2.0115  0.1799
H  0.5568  1.8938  1.9927
H  0.9525  -0.9288  -2.1376
H  -0.5273  0.0397  -2.1076
H  -0.6406  -1.7023  -2.0630
H  1.8509  0.1170  0.2474
H  1.3938  -0.3975  1.6930
H  -0.6306  -2.5311  1.0347

Properties
Frontier orbital gap (spin up / spin down) (eV): 6.81 / 8.61
2S+1: 3
Charge: +1
Expectation value of S²: 2.01
Energy relative to the best compared isomer or geometry (same formula, charge and spin) (kcal per mole): 53.54

Let us look at the natural (NBO) charges, expressed in e, one per atom: atom 1 (C): 0.051, atom 2 (C): -0.335, atom 3 (C): 0.641, atom 4 (C): -0.523, atom 5 (N): -0.456, atom 6 (N): -0.571, atom 7 (O): -0.641, atom 8 (H): 0.252, atom 9 (H): 0.275, atom 10 (H): 0.273, atom 11 (H): 0.190, atom 12 (H): 0.192, atom 13 (H): 0.209, atom 14 (H): 0.454, atom 15 (H): 0.462, atom 16 (H): 0.526

[10]
This record from OMol25 describes the ion C4H9N2O2 with charge -1. The level of theory is ωB97M-V/def2-TZVPD.

Positions of all 17 atoms, in Å:
N  -1.3957  2.4204  0.1004
C  -0.4024  1.3700  0.3829
C  -0.9207  -0.0138  -0.0779
C  0.1143  -0.8901  -0.8102
N  1.4250  -0.9623  -0.2090
C  1.7053  -2.1260  0.6659
O  0.7366  -2.8958  0.8407
O  2.8635  -2.1741  1.0997
H  -1.9841  2.0927  -0.6562
H  -0.9928  3.2797  -0.2648
H  -0.2372  1.2834  1.4526
H  0.5515  1.5764  -0.1107
H  -1.7993  0.0872  -0.7243
H  -1.2420  -0.5696  0.8062
H  -0.2708  -1.9047  -0.8612
H  0.1693  -0.4965  -1.8399
H  1.6794  -0.0769  0.2058

Properties
Frontier orbital gap (eV): 7.57
2S+1: 1
Charge: -1
Energy relative to the best compared isomer or geometry (same formula, charge and spin) (kcal per mole): 12.39

Let us look at the natural (NBO) charges, expressed in e, one per atom: atom 1 (N): -0.843, atom 2 (C): -0.226, atom 3 (C): -0.416, atom 4 (C): -0.214, atom 5 (N): -0.723, atom 6 (C): 0.867, atom 7 (O): -0.808, atom 8 (O): -0.781, atom 9 (H): 0.343, atom 10 (H): 0.344, atom 11 (H): 0.185, atom 12 (H): 0.164, atom 13 (H): 0.172, atom 14 (H): 0.212, atom 15 (H): 0.236, atom 16 (H): 0.139, atom 17 (H): 0.350

[11]
This record from OMol25 describes the ion C4H9N2O2 with charge -1 at a distorted geometry. The level of theory is ωB97M-V/def2-TZVPD.

Positions of all 17 atoms, in Å:
N  1.3545  1.3367  -2.1638
C  0.0665  1.5204  -1.7104
O  -0.7022  2.1586  -2.4389
N  -0.3057  1.0470  -0.5023
C  0.4586  0.0191  0.2712
C  -0.4313  -1.1602  0.5822
C  -0.8091  -1.3181  2.1131
O  -0.8622  -2.6337  2.3282
H  1.5340  1.5957  -3.1194
H  2.0961  1.0407  -1.5571
H  -1.3062  1.0445  -0.3156
H  0.7365  0.4820  1.2137
H  1.4509  -0.2551  -0.2954
H  -1.4301  -1.1634  0.0402
H  0.0041  -2.1271  0.3686
H  -0.0457  -0.6335  2.6623
H  -1.8087  -0.9535  2.5231

Properties
Frontier orbital gap (eV): 5.85
2S+1: 1
Charge: -1
Energy relative to the best compared isomer or geometry (same formula, charge and spin) (kcal per mole): 53.07

Let us look at the natural (NBO) charges, expressed in e, one per atom: atom 1 (N): -0.867, atom 2 (C): 0.770, atom 3 (O): -0.715, atom 4 (N): -0.622, atom 5 (C): -0.219, atom 6 (C): -0.495, atom 7 (C): 0.000, atom 8 (O): -0.953, atom 9 (H): 0.401, atom 10 (H): 0.386, atom 11 (H): 0.409, atom 12 (H): 0.191, atom 13 (H): 0.169, atom 14 (H): 0.188, atom 15 (H): 0.238, atom 16 (H): 0.026, atom 17 (H): 0.093

[12]
This record from OMol25 describes a structure of composition C4H9N2O2 at a distorted geometry. The level of theory is ωB97M-V/def2-TZVPD.

Positions of all 17 atoms, in Å:
C  -0.0335  -0.7803  -0.1935
N  -0.1351  0.1274  0.9235
C  0.9873  0.1954  1.8356
O  1.0358  1.2020  2.5617
O  1.6889  -0.8430  1.8284
C  -1.2870  -0.8814  -1.0159
N  -1.5401  0.5629  -1.9402
C  -0.5242  0.5054  -2.9788
H  0.3361  -1.7282  0.1957
H  0.8021  -0.3971  -0.8019
H  -0.5684  1.0248  0.7701
H  -1.2323  -1.7326  -1.7134
H  -2.1293  -0.9713  -0.3267
H  -2.0384  -0.3074  -1.9808
H  -0.5313  -0.2384  -3.7992
H  -0.5877  1.4717  -3.4853
H  0.4695  0.3630  -2.5361

Properties
Frontier orbital gap (eV): 7.52
2S+1: 1
Charge: -1
Energy relative to the best compared isomer or geometry (same formula, charge and spin) (kcal per mole): 74.62

Let us look at the natural (NBO) charges, expressed in e, one per atom: atom 1 (C): -0.238, atom 2 (N): -0.718, atom 3 (C): 0.864, atom 4 (O): -0.794, atom 5 (O): -0.820, atom 6 (C): -0.296, atom 7 (N): -0.617, atom 8 (C): -0.455, atom 9 (H): 0.239, atom 10 (H): 0.167, atom 11 (H): 0.375, atom 12 (H): 0.179, atom 13 (H): 0.216, atom 14 (H): 0.357, atom 15 (H): 0.159, atom 16 (H): 0.196, atom 17 (H): 0.185

Values for energy, a.u., ordered as above
-342.263180; -342.229013; -342.180953; -342.348924; -342.089486; -342.266357; -341.970358; -342.095625; -342.077224; -417.862880; -417.798062; -417.763719